Record 1
Formula: C4H7FN2S
Source: the OMol25 dataset
Level of theory: ωB97M-V with the def2-TZVPD basis set

CARTESIAN COORDINATES (ANGSTROEM)
C1 -1.53 -0.48 0.63
C2 -0.51 0.45 0.46
C3 0.70 0.22 -0.35
C4 1.77 1.24 -0.21
H1 -2.60 -1.97 -0.33
H2 -1.12 -1.65 -1.03
H3 -2.20 -1.41 2.58
H4 -1.41 -0.06 2.95
H5 -0.22 1.25 1.12
H6 1.88 1.75 -1.25
H7 2.70 0.78 0.17
N1 -1.60 -1.69 -0.03
N2 -2.30 -0.33 1.85
F1 1.35 2.40 0.45
S1 0.97 -0.92 -1.52

total charge: 0
ΔE to the lowest compared entry with this formula, charge and spin: 112.1 kcal per mole
LUMO: -0.886 eV

=====

Record 2
Formula: C4H7FN2S
Source: the OMol25 dataset
Level of theory: ωB97M-V with the def2-TZVPD basis set

CARTESIAN COORDINATES (ANGSTROEM)
N1 0.90 0.96 1.46
C1 0.58 0.31 0.19
C2 1.54 -0.06 -0.98
F1 2.57 -0.70 -0.40
C3 -0.15 -0.99 0.66
N2 -1.41 -1.21 0.59
S1 -2.09 0.04 -0.42
C4 -0.50 1.14 -0.51
H1 0.72 2.16 1.48
H2 1.72 0.66 1.47
H3 1.20 -0.69 -1.80
H4 2.01 0.92 -1.40
H5 0.28 -1.72 1.40
H6 -0.16 1.56 -1.55
H7 -0.63 2.05 0.15

total charge: 0
ΔE to the lowest compared entry with this formula, charge and spin: 84.4 kcal per mole
LUMO: 0.717 eV
SMILES: N[C@@]1(CF)C=NSC1

=====

Record 3
Formula: C4H7FO
Source: the OMol25 dataset
Level of theory: ωB97M-V with the def2-TZVPD basis set

CARTESIAN COORDINATES (ANGSTROEM)
C1 -0.67 -0.96 1.67
C2 -0.59 0.21 0.79
O1 -1.94 0.69 0.58
C3 0.06 -0.11 -0.49
C4 1.28 0.35 -0.80
F1 2.03 -0.02 -1.87
H1 -1.24 -0.74 2.59
H2 0.32 -1.40 1.84
H3 -1.24 -1.65 1.11
H4 -0.08 1.09 1.18
H5 -2.34 0.20 -0.11
H6 -0.37 -0.93 -1.07
H7 1.85 1.11 -0.29

total charge: 0
ΔE to the lowest compared entry with this formula, charge and spin: 24.3 kcal per mole
LUMO: 1.019 eV
SMILES: C[C@H](O)/C=C/F

=====

Record 4
Formula: C4H7FO
Source: the OMol25 dataset
Level of theory: ωB97M-V with the def2-TZVPD basis set

CARTESIAN COORDINATES (ANGSTROEM)
C1 0.46 0.71 0.91
C2 0.87 -0.70 0.21
C3 -0.03 0.26 -0.50
C4 -1.33 -0.28 -0.96
H1 1.48 2.00 1.92
H2 -0.33 0.46 1.57
H3 0.19 -1.62 0.68
H4 1.88 -1.15 -0.29
H5 0.71 0.84 -0.95
H6 -2.03 -0.53 0.00
H7 -2.04 -0.01 -2.07
O1 1.06 1.75 0.97
F1 -0.89 -1.73 -1.50

total charge: 0
ΔE to the lowest compared entry with this formula, charge and spin: 125.2 kcal per mole
LUMO: 0.439 eV

=====

Record 5
Formula: C4H7FOS
Source: the OMol25 dataset
Level of theory: ωB97M-V with the def2-TZVPD basis set

CARTESIAN COORDINATES (ANGSTROEM)
C1 1.39 -0.57 1.45
O1 0.23 0.45 1.16
C2 -0.30 -0.24 0.03
C3 0.13 -0.03 -1.25
F1 0.57 -1.01 -2.12
C4 -1.34 0.26 -1.07
S1 -1.69 2.00 -0.89
H1 0.68 -1.48 1.88
H2 2.22 -0.72 0.74
H3 1.98 -0.08 2.35
H4 -0.37 -1.43 0.14
H5 0.68 0.99 -1.54
H6 -2.14 -0.43 -1.30
H7 -2.04 2.30 0.42

total charge: 0
ΔE to the lowest compared entry with this formula, charge and spin: 82.1 kcal per mole
LUMO: 0.853 eV
SMILES: CO[C@@H]1[C@@H](F)[C@@H]1S

=====

Record 6
Formula: C4H7FOS
Source: the OMol25 dataset
Level of theory: ωB97M-V with the def2-TZVPD basis set

CARTESIAN COORDINATES (ANGSTROEM)
C1 -1.05 -0.50 0.38
C2 0.65 -0.59 2.11
C3 -0.89 0.87 -0.23
C4 0.07 1.20 -1.27
O1 -0.68 -0.77 1.73
F1 -1.95 1.70 -0.11
S1 1.21 1.08 2.23
H1 -2.18 -0.75 0.25
H2 -0.55 -1.25 -0.29
H3 0.57 -0.98 3.17
H4 1.47 -1.12 1.54
H5 -0.35 0.94 -2.26
H6 0.93 0.80 -0.89
H7 0.19 2.26 -1.37

total charge: 0
2S+1: 3
ΔE to the lowest compared entry with this formula, charge and spin: 0.0 kcal per mole
LUMO (spin up / spin down): 0.892 / -2.081 eV
<S²>: 2.006

=====

Record 7
Formula: C4H7FS
Source: the OMol25 dataset
Level of theory: ωB97M-V with the def2-TZVPD basis set

CARTESIAN COORDINATES (ANGSTROEM)
C1 -0.51 0.95 0.06
C2 -0.07 -0.29 -0.61
C3 -0.72 -0.67 -1.84
C4 -0.92 -1.49 -0.47
H1 1.37 -0.51 1.19
H2 -0.31 1.77 -0.55
H3 -1.63 0.76 0.33
H4 -0.19 -1.29 -2.62
H5 -1.55 -0.19 -2.20
H6 -0.62 -2.62 -0.57
H7 -1.72 -1.38 0.29
F1 1.35 -0.26 -0.56
S1 0.36 0.93 1.64

total charge: 0
ΔE to the lowest compared entry with this formula, charge and spin: 89.0 kcal per mole
LUMO: 0.451 eV

=====

Record 8
Formula: C4H7FS
Source: the OMol25 dataset
Level of theory: ωB97M-V with the def2-TZVPD basis set

CARTESIAN COORDINATES (ANGSTROEM)
C1 1.30 1.03 -0.26
C2 1.40 -0.40 0.36
S1 0.17 -1.55 -0.33
C3 -1.30 -0.83 0.37
C4 -2.19 -0.31 -0.42
F1 -3.37 0.11 0.07
H1 2.01 1.72 0.22
H2 0.30 1.48 -0.15
H3 1.55 0.97 -1.32
H4 1.41 -0.35 1.45
H5 2.36 -0.81 0.09
H6 -1.58 -0.93 1.42
H7 -2.05 -0.13 -1.49

total charge: 0
ΔE to the lowest compared entry with this formula, charge and spin: 23.5 kcal per mole
LUMO: 0.909 eV
SMILES: CCS/C=C/F

=====

Record 9
Formula: C4H7I
Source: the OMol25 dataset
Level of theory: ωB97M-V with the def2-TZVPD basis set

CARTESIAN COORDINATES (ANGSTROEM)
C1 1.91 0.60 0.35
C2 0.62 -0.25 0.28
C3 -0.74 0.25 0.19
C4 -1.88 -0.76 -0.34
I1 -1.03 2.20 -0.08
H1 1.91 1.55 -0.35
H2 2.42 -0.08 -0.45
H3 0.66 -1.32 0.17
H4 2.64 0.91 1.47
H5 -1.32 -1.62 -0.57
H6 -2.58 -0.41 -1.15
H7 -2.61 -1.07 0.47

total charge: 0
ΔE to the lowest compared entry with this formula, charge and spin: 44.4 kcal per mole
LUMO: 0.656 eV

=====

Record 10
Formula: C4H7I
Source: the OMol25 dataset
Level of theory: ωB97M-V with the def2-TZVPD basis set

CARTESIAN COORDINATES (ANGSTROEM)
C1 -0.96 -1.19 -0.02
C2 0.01 -0.23 -0.15
C3 -0.33 1.07 0.46
C4 1.35 -0.42 -0.93
I1 3.23 0.02 0.16
H1 -1.03 -2.23 -0.39
H2 -1.96 -0.83 0.29
H3 -0.04 1.98 -0.23
H4 -1.42 1.10 0.49
H5 0.10 1.28 1.46
H6 1.47 0.28 -1.65
H7 1.46 -1.41 -1.25

total charge: 0
ΔE to the lowest compared entry with this formula, charge and spin: 2.0 kcal per mole
LUMO: 0.274 eV
SMILES: C=C(C)CI

=====

Record 11
Formula: C4H7I
Source: the OMol25 dataset
Level of theory: ωB97M-V with the def2-TZVPD basis set

CARTESIAN COORDINATES (ANGSTROEM)
C1 -1.28 -0.49 1.16
C2 0.76 1.58 -1.16
C3 -0.87 -0.81 2.35
C4 1.52 0.43 -1.74
I1 -0.83 1.81 -2.41
H1 -2.40 -0.74 0.88
H2 0.14 -0.58 2.69
H3 -1.50 -1.23 3.09
H4 -0.54 -0.14 0.37
H5 2.58 0.47 -1.48
H6 1.16 -0.34 -0.98
H7 1.27 0.05 -2.77

total charge: 0
2S+1: 3
ΔE to the lowest compared entry with this formula, charge and spin: 32.2 kcal per mole
LUMO (spin up / spin down): 0.595 / -1.775 eV
<S²>: 2.011

=====

Record 12
Formula: C4H7I2P
Source: the OMol25 dataset
Level of theory: ωB97M-V with the def2-TZVPD basis set

CARTESIAN COORDINATES (ANGSTROEM)
C1 0.79 -0.89 -0.05
C2 1.36 0.57 -0.24
C3 -0.63 -0.64 -0.56
C4 -1.20 0.46 0.17
P1 0.07 1.88 0.30
I1 -2.02 -2.34 -0.25
I2 -3.16 1.10 -0.26
H1 1.26 -1.74 -0.60
H2 0.92 -1.11 0.96
H3 2.35 0.68 0.25
H4 1.53 0.76 -1.27
H5 -0.44 -0.46 -1.67
H6 -1.17 -0.11 1.49
H7 0.33 1.85 1.73

total charge: 0
ΔE to the lowest compared entry with this formula, charge and spin: 44.1 kcal per mole
LUMO: -0.049 eV